[1]
Below is a structure of composition C26H22IrN6P, with properties calculated with ωB97M-V/def2-TZVPD.

Each line ends with the Löwdin charge.
Geometry (Å):
Ir -0.706 0.783 0.350  1.293
N 1.043 3.411 -0.951  0.197
C 1.025 3.496 0.381  -0.431
N 1.638 4.519 0.947  0.194
C 1.561 4.589 2.278  -0.402
N 2.168 5.590 2.894  0.216
N 0.886 3.700 3.060  0.200
C 0.330 2.717 2.416  -0.283
N 0.374 2.523 1.081  0.002
C -0.427 1.706 3.205  -0.194
C -0.565 1.813 4.575  0.032
C -1.294 0.842 5.248  0.003
C -1.854 -0.202 4.529  -0.009
C -1.668 -0.245 3.158  -0.097
N -0.971 0.691 2.510  -0.067
H 1.459 4.168 -1.469  0.131
H 0.500 2.716 -1.433  0.080
H 2.659 6.284 2.356  0.131
H 2.105 5.677 3.894  0.129
H -0.108 2.648 5.085  0.126
H -1.422 0.902 6.320  0.131
H -2.429 -0.976 5.015  0.126
H -2.088 -1.039 2.555  0.117
C 0.382 -6.069 -2.165  -0.025
C 1.457 -5.206 -1.983  -0.043
C 1.233 -3.889 -1.629  -0.062
C -0.084 -3.433 -1.474  -0.354
C -1.167 -4.316 -1.624  -0.086
C -0.926 -5.626 -1.984  -0.043
P -0.411 -1.781 -0.960  1.146
C 1.034 -0.717 -0.969  -0.472
C 1.429 -0.049 -2.145  -0.075
C 2.624 0.640 -2.163  -0.052
C 3.423 0.693 -1.020  -0.032
C 3.039 0.050 0.144  -0.050
C 1.849 -0.669 0.175  -0.130
C -1.719 -0.934 -1.785  -0.413
C -2.509 -1.425 -2.830  -0.060
C -3.521 -0.626 -3.320  -0.037
C -3.757 0.632 -2.764  -0.033
C -2.977 1.118 -1.724  -0.103
C -1.943 0.340 -1.203  -0.361
H 0.563 -7.098 -2.441  0.124
H 2.468 -5.563 -2.122  0.122
H 2.067 -3.211 -1.500  0.110
H -2.181 -3.979 -1.446  0.113
H -1.753 -6.310 -2.115  0.122
H 0.805 -0.097 -3.029  0.125
H 2.946 1.134 -3.070  0.125
H 4.359 1.235 -1.049  0.125
H 3.670 0.085 1.022  0.123
H 1.566 -1.220 1.064  0.111
H -2.306 -2.392 -3.271  0.112
H -4.127 -0.970 -4.147  0.124
H -4.561 1.241 -3.156  0.123
H -3.185 2.100 -1.319  0.102

Calculated values
Calculated total energy (eV): -48372.4548
Charge: +2
HOMO (alpha / beta) (eV): -13.72 / -14.61
Kohn-Sham gap (alpha / beta) (Eh): 0.28505 / 0.23161
Expectation value of S²: 6.02
Maximum force (Eh/bohr): 0.0050
Spin multiplicity: 5

***

[2]
Below is a cluster of 2 separate species, C26H22N3O in total at a distorted geometry, with properties calculated with ωB97M-V/def2-TZVPD.

Each line ends with the Löwdin charge.
Geometry (Å):
C -6.715 3.503 0.517  -0.077
C -5.445 3.797 0.008  -0.067
C -4.472 2.797 -0.095  -0.013
C -4.794 1.509 0.338  -0.243
O -3.825 0.494 0.371  0.016
C -2.804 0.588 1.314  -0.185
C -2.859 -0.261 2.431  0.042
C -1.928 -0.109 3.433  0.021
C -0.863 0.842 3.349  -0.171
C 0.037 0.877 4.441  0.113
C 1.120 1.744 4.738  -0.172
C 1.813 1.499 5.969  0.008
C 2.949 2.211 6.321  -0.045
C 3.454 3.210 5.469  -0.016
C 2.773 3.500 4.279  -0.043
C 1.609 2.819 3.930  0.017
C -0.798 1.619 2.154  0.038
C -1.758 1.500 1.161  0.036
C -6.076 1.183 0.792  -0.003
C -7.028 2.194 0.903  -0.068
H -7.464 4.293 0.609  0.110
H -5.198 4.809 -0.316  0.111
H -3.476 3.000 -0.492  0.107
H -3.658 -0.997 2.493  0.137
H -1.989 -0.743 4.318  0.128
H -0.199 0.169 5.235  0.118
H 1.427 0.717 6.627  0.124
H 3.459 1.996 7.262  0.119
H 4.361 3.756 5.734  0.123
H 3.155 4.277 3.613  0.120
H 1.077 3.120 3.035  0.092
H 0.018 2.310 1.987  0.097
H -1.705 2.109 0.258  0.124
H -6.282 0.152 1.085  0.123
H -8.019 1.948 1.289  0.112
C 0.810 -4.114 6.635  -0.008
N 1.145 -3.791 5.263  -0.143
N 0.981 -2.539 4.792  0.029
N 1.360 -2.496 3.526  0.054
C 1.793 -3.776 3.162  -0.233
C 1.656 -4.619 4.278  -0.177
C 1.990 -5.972 4.283  -0.008
C 2.491 -6.490 3.080  -0.069
C 2.641 -5.669 1.942  -0.078
C 2.298 -4.312 1.965  -0.013
H 1.019 -5.177 6.793  0.085
H 1.410 -3.508 7.332  0.093
H -0.253 -3.909 6.830  0.093
H 1.850 -6.553 5.197  0.107
H 2.774 -7.543 3.008  0.110
H 3.037 -6.117 1.026  0.109
H 2.395 -3.639 1.116  0.112

Calculated values
Calculated total energy (eV): -33828.4614
Charge: +1
HOMO (eV): -10.95
Kohn-Sham gap (Eh): 0.20301
Maximum force (Eh/bohr): 0.0374
Spin multiplicity: 1
Energy relative to the best compared isomer or geometry (same formula, charge and spin) (kcal/mol): 0.0

***

[3]
Below is a structure of composition C26H23BrIrN6O4S2, with properties calculated with ωB97M-V/def2-TZVPD.

Each line ends with the Löwdin charge.
Geometry (Å):
Ir 0.422 -0.205 -0.945  1.451
O -4.627 1.596 -2.426  0.075
C -4.623 1.249 -1.113  -0.259
C -5.793 1.155 -0.365  -0.005
C -5.732 0.804 0.972  -0.064
C -4.510 0.541 1.581  -0.078
C -3.352 0.637 0.831  -0.038
C -3.390 0.991 -0.515  -0.120
C -2.117 1.055 -1.314  -0.359
O -1.438 -0.197 -1.303  -0.313
N -1.241 2.053 -0.752  0.008
N 0.123 1.889 -0.863  -0.125
C 0.839 2.762 -0.231  -0.172
C 2.245 3.058 -0.384  -0.624
Br 3.107 2.387 -1.915  0.906
C 2.817 3.896 0.505  -0.063
C 4.134 4.508 0.597  -0.224
C 4.994 4.711 -0.487  -0.051
C 6.217 5.328 -0.292  -0.056
C 6.605 5.740 0.977  -0.052
C 5.753 5.559 2.058  -0.059
C 4.522 4.961 1.865  -0.032
H -5.526 1.779 -2.720  0.122
H -6.748 1.364 -0.832  0.123
H -6.648 0.740 1.544  0.114
H -4.467 0.275 2.628  0.106
H -2.390 0.434 1.290  0.111
H -2.338 1.268 -2.361  0.149
H -1.583 2.724 -0.080  0.148
H 0.305 3.451 0.425  0.141
H 2.164 4.165 1.332  0.123
H 4.700 4.432 -1.487  0.054
H 6.871 5.496 -1.137  0.114
H 7.564 6.219 1.119  0.115
H 6.042 5.895 3.044  0.113
H 3.849 4.836 2.705  0.115
N -4.048 -6.842 0.034  0.264
C -2.994 -6.094 -0.244  -0.228
C -3.152 -4.884 -0.994  0.049
C -2.056 -4.134 -1.287  0.000
C -0.786 -4.559 -0.842  -0.183
C -0.609 -5.733 -0.098  -0.003
C -1.696 -6.502 0.205  0.055
S 0.631 -3.563 -1.301  0.572
O 0.422 -3.212 -2.665  -0.247
O 1.787 -4.267 -0.842  -0.271
N 0.404 -2.213 -0.445  -0.261
C 0.957 -1.951 0.782  -0.725
S 1.679 -2.837 2.035  1.145
C 2.148 -1.332 2.777  -0.326
C 1.768 -0.271 2.038  -0.167
N 1.047 -0.634 0.921  -0.141
H -4.973 -6.592 -0.289  0.153
H -3.962 -7.711 0.545  0.153
H -4.140 -4.591 -1.327  0.138
H -2.138 -3.223 -1.867  0.134
H 0.389 -6.028 0.199  0.132
H -1.594 -7.424 0.765  0.138
H 2.665 -1.327 3.722  0.087
H 1.925 0.769 2.276  0.124
N 3.234 -0.815 -2.039  0.207
C 2.246 -0.476 -1.549  -0.326
H 4.094 -1.107 -2.460  0.131

Calculated values
Calculated total energy (eV): -138999.6400
Charge: +2
HOMO (alpha / beta) (eV): -12.54 / -12.54
Kohn-Sham gap (alpha / beta) (Eh): 0.24302 / 0.13300
Expectation value of S²: 0.78
Maximum force (Eh/bohr): 0.0192
Spin multiplicity: 2
Energy relative to the best compared isomer or geometry (same formula, charge and spin) (kcal/mol): 34.4

***

[4]
Below is a structure of composition C26H23BrN3O5PPt at a distorted geometry, with properties calculated with ωB97M-V/def2-TZVPD.

Each line ends with the Löwdin charge.
Geometry (Å):
Pt -0.634 -0.749 -0.631  1.266
C -1.316 5.178 4.047  -0.086
C -0.496 5.314 2.937  -0.078
C -0.461 4.320 1.968  -0.088
C -1.254 3.182 2.096  -0.396
C -2.087 3.064 3.209  -0.114
C -2.112 4.049 4.183  -0.085
P -1.262 1.803 0.884  1.062
C -0.320 2.511 -0.508  -0.418
C 1.007 2.203 -0.792  -0.098
C 1.609 2.693 -1.943  -0.066
C 0.891 3.493 -2.818  -0.070
C -0.432 3.807 -2.541  -0.067
C -1.036 3.311 -1.398  -0.108
C -0.052 0.655 1.696  -0.371
C 0.846 1.041 2.648  -0.030
C 1.808 0.147 3.240  -0.051
C 1.778 -1.152 2.919  0.030
C 0.727 -1.689 2.004  -0.368
C 0.032 -0.697 1.144  -0.218
H -1.343 5.954 4.801  0.103
H 0.122 6.195 2.823  0.105
H 0.182 4.433 1.105  0.104
H -2.725 2.193 3.310  0.098
H -2.762 3.941 5.042  0.103
H 1.580 1.570 -0.126  0.098
H 2.636 2.432 -2.160  0.107
H 1.355 3.858 -3.725  0.106
H -1.003 4.415 -3.230  0.109
H -2.081 3.533 -1.209  0.107
H 0.859 2.077 2.968  0.112
H 2.530 0.546 3.939  0.112
H 2.443 -1.885 3.357  0.130
H -0.115 -1.894 2.715  0.193
N -2.762 -0.655 -0.552  -0.094
N -3.266 -0.189 -1.791  0.014
C -2.318 0.116 -2.822  -0.713
O -2.720 0.701 -3.800  0.057
O -1.115 -0.295 -2.587  -0.167
H -3.001 -1.639 -0.449  0.109
H -3.132 -0.115 0.224  0.062
H -4.067 0.418 -1.730  0.132
C 0.211 -3.943 1.536  -0.075
O 1.134 -2.872 1.389  -0.139
H 0.075 -4.190 2.596  0.094
H 0.638 -4.798 1.020  0.099
H -0.748 -3.703 1.072  0.080
Br 1.492 -7.844 -3.707  0.733
C 1.894 -6.033 -3.334  -0.668
C 3.120 -5.509 -3.720  -0.191
N 3.465 -4.249 -3.487  0.076
C 2.592 -3.470 -2.855  -0.069
C 1.343 -3.912 -2.433  -0.103
C 0.981 -5.228 -2.683  -0.046
C 0.382 -3.019 -1.712  -0.598
O 0.885 -1.845 -1.436  -0.172
O -0.740 -3.412 -1.414  0.005
H 3.842 -6.132 -4.234  0.101
H 2.886 -2.445 -2.672  0.120
H 0.010 -5.588 -2.373  0.118

Calculated values
Calculated total energy (eV): -124618.5419
HOMO (eV): -8.77
Kohn-Sham gap (Eh): 0.25860
Maximum force (Eh/bohr): 0.0237
Spin multiplicity: 1
Energy relative to the best compared isomer or geometry (same formula, charge and spin) (kcal/mol): 62.5